No. 1
C13H17N2 | the ωB97M-V functional and the def2-TZVPD basis

Output
- energy above the lowest of the compared OMol25 structures with the same formula, charge and spin (kJ/mol) = 425.4
- SMILES = C=[N+]1C(C(C)(C)C)=Cc2cc(N)ccc21
- gap between HOMO and LUMO (spin up / spin down) (eV) = 6.22 / 6.22

ORCA input file:
```
! RIJCOSX wB97M-V def2-TZVPD def2/J DEFGRID3
* xyz 1 1
C -0.5811 0.6161 -2.2002
N -0.3859 0.2006 -1.0104
C 0.7459 0.4874 -0.1737
C 1.6850 1.5818 -0.3749
C 0.9471 2.9641 -0.1718
C 2.4457 1.6110 -1.7784
C 2.7203 1.5821 0.8076
C 0.5501 -0.4336 1.0546
C -0.5744 -1.3013 0.8574
C -1.1587 -2.2911 1.6913
C -2.3964 -2.7941 1.3374
N -2.9875 -3.8054 2.0592
C -2.9629 -2.4145 0.0929
C -2.3175 -1.5034 -0.7768
C -1.1088 -0.9436 -0.4173
H 0.1131 1.2529 -2.7199
H -1.5895 0.4675 -2.6906
H 1.7522 3.7671 0.0298
H 0.3839 3.2130 -1.0380
H 0.3736 2.8776 0.8431
H 2.5182 0.7025 -2.4168
H 3.3701 2.0334 -1.4301
H 1.9100 2.3682 -2.3067
H 3.3951 2.4552 0.7525
H 3.3783 0.7785 0.7071
H 2.3724 1.6284 1.8208
H 1.2488 -0.1855 1.8696
H -0.6768 -2.5234 2.6546
H -3.8235 -4.3744 1.7790
H -2.8350 -3.8177 3.0608
H -3.8005 -2.9184 -0.2085
H -2.7114 -1.2811 -1.7034
*
```

***

No. 2
C13H17N2O7P | the ωB97M-V functional and the def2-TZVPD basis

Output
- SMILES = CC(=O)OC(=O)CO[P@@](=O)(O)Oc1ccccn1.CCCC#N
- gap between HOMO and LUMO (eV) = 10.33

ORCA input file:
```
! RIJCOSX wB97M-V def2-TZVPD def2/J DEFGRID3
* xyz 0 1
C 2.9633 0.6301 -0.7695
C 3.3141 -0.6863 -0.1657
O 4.4069 -1.0112 0.1509
O 2.2042 -1.4880 -0.0317
C 2.4147 -2.8230 0.2384
O 2.8467 -3.2097 1.2588
C 1.9715 -3.7506 -0.8627
O 0.5763 -3.5752 -1.1420
P -0.4348 -4.5614 -0.4004
O -0.3093 -5.9691 -0.7282
O -0.2281 -4.3175 1.1491
O -1.8222 -3.9433 -0.8585
C -2.0108 -2.5723 -0.5533
C -1.8507 -1.6787 -1.6019
C -2.0134 -0.3341 -1.3167
C -2.3315 0.0026 -0.0062
C -2.4706 -0.9697 0.9603
N -2.3212 -2.2769 0.6842
H 2.9594 0.5410 -1.8488
H 2.0092 0.9905 -0.4051
H 3.7464 1.3162 -0.4782
H 2.1933 -4.7655 -0.5647
H 2.5053 -3.4853 -1.7691
H -0.1441 -3.3730 1.3415
H -1.5959 -2.0159 -2.5884
H -1.8970 0.4169 -2.0763
H -2.4598 1.0369 0.2684
H -2.7003 -0.7074 1.9782
C -1.0995 5.5247 0.0834
C -1.4564 4.6111 1.2502
C -0.3046 3.6828 1.6555
C 0.0814 2.8046 0.5522
N 0.3840 2.1223 -0.3144
H -0.8724 4.9514 -0.8163
H -1.9319 6.1871 -0.1512
H -0.2328 6.1439 0.3204
H -2.3303 4.0115 0.9884
H -1.7327 5.2161 2.1147
H -0.5947 3.0596 2.5018
H 0.5686 4.2649 1.9528
*
```

***

No. 3
C13H17N3O4 | the ωB97M-V functional and the def2-TZVPD basis

Output
- energy above the lowest of the compared OMol25 structures with the same formula, charge and spin (kJ/mol) = 365.1
- SMILES = NC(=O)C[C@H](NC(=O)[C@@H](N)Cc1ccccc1)C(=O)O
- gap between HOMO and LUMO (eV) = 9.24

ORCA input file:
```
! RIJCOSX wB97M-V def2-TZVPD def2/J DEFGRID3
* xyz 0 1
N 2.8897 3.3528 0.3833
C 2.2554 2.2244 -0.1901
O 1.0657 2.1472 -0.2368
C 3.2326 1.0196 -0.4466
C 2.5607 -0.3321 -0.7226
N 1.4406 -0.3208 0.1401
C 0.4486 -1.3166 0.0976
O 0.3165 -2.1895 -0.7399
C -0.4367 -1.0928 1.3523
N -0.3443 0.2918 1.9244
C -1.8702 -1.6782 1.2043
C -2.8228 -0.7084 0.3151
C -2.5619 -0.8837 -1.1138
C -3.1805 -0.1168 -2.0617
C -4.2794 0.5926 -1.5483
C -4.6705 0.6858 -0.1852
C -3.9118 0.0030 0.8094
C 3.4815 -1.5028 -0.3765
O 3.4202 -2.6991 -0.1374
O 4.8219 -1.2884 -0.6499
H 2.4941 4.2940 0.1901
H 3.7974 3.3740 -0.0760
H 3.7474 1.0293 0.5342
H 3.8738 1.1175 -1.3940
H 2.4007 -0.4216 -1.8089
H 1.0132 0.5663 0.4069
H -0.1081 -1.7536 2.1451
H 0.0219 0.1266 2.8652
H -1.3134 0.7593 1.8120
H -1.6983 -2.6771 0.7763
H -2.3932 -1.8006 2.1710
H -1.7039 -1.4417 -1.4174
H -2.8048 -0.0945 -3.1119
H -4.7833 1.2537 -2.2896
H -5.4551 1.4272 0.0610
H -4.3068 0.1014 1.7731
H 5.3631 -2.0481 -0.4546
*
```

***

No. 4
C13H17N5O | the ωB97M-V functional and the def2-TZVPD basis

Output
- energy above the lowest of the compared OMol25 structures with the same formula, charge and spin (kJ/mol) = 222.9
- SMILES = O=C(Nc1cnc2nccc-2[nH]1)NC1CCCCC1
- gap between HOMO and LUMO (eV) = 7.71

ORCA input file:
```
! RIJCOSX wB97M-V def2-TZVPD def2/J DEFGRID3
* xyz 0 1
O -0.4096 0.1269 -1.6236
C -0.2424 0.2496 -0.3798
N -1.2227 0.0993 0.6175
C -2.6685 -0.0160 0.5763
C -3.4194 -0.4006 1.6876
N -4.7476 -0.6153 1.6735
C -5.3306 -0.4650 0.5213
N -6.7897 -0.5425 0.2733
C -6.8933 -0.4537 -1.0684
C -5.5278 -0.1371 -1.6897
C -4.5505 -0.1787 -0.7504
N -3.2072 0.0576 -0.7210
N 1.0535 0.3895 0.0995
C 2.3313 0.5541 -0.6103
C 2.9060 -0.8936 -0.8028
C 4.3309 -0.9544 -0.3655
C 4.5429 -0.3830 0.9991
C 3.9039 1.0155 1.2509
C 3.3873 1.4885 -0.0485
H -0.8517 0.0887 1.5361
H -3.0270 -0.5269 2.7018
H -7.8273 -0.3405 -1.5922
H -5.3290 0.0139 -2.7471
H -2.5880 0.4343 -1.4693
H 1.0354 0.4265 1.1236
H 2.0584 0.9965 -1.6019
H 2.3702 -1.4925 -0.1317
H 2.6756 -1.2299 -1.7958
H 5.0366 -0.5293 -1.0011
H 4.6571 -2.0645 -0.3896
H 5.5995 -0.3859 1.3036
H 4.0402 -1.0277 1.6621
H 4.7679 1.6849 1.5112
H 3.1634 0.9707 2.0129
H 2.7462 2.3793 0.0847
H 4.0258 1.6614 -0.8462
*
```

***

No. 5
C13H17NSZn | the ωB97M-V functional and the def2-TZVPD basis

Output
- energy above the lowest of the compared OMol25 structures with the same formula, charge and spin (kJ/mol) = 134.8
- gap between HOMO and LUMO (spin up / spin down) (eV) = 6.32 / 6.32

ORCA input file:
```
! RIJCOSX wB97M-V def2-TZVPD def2/J DEFGRID3
* xyz 0 1
C -1.2489 -1.3051 -1.5703
C 1.5280 -0.2560 -1.8434
C -1.5357 0.1120 -1.7747
H -2.1696 -1.9146 -1.6900
C 1.1254 1.0246 -1.5465
H 2.3563 -0.7231 -1.3022
H -2.4046 0.5305 -1.2512
H 1.7809 1.6465 -0.8958
C -1.0771 0.9898 -2.8897
H -1.8563 1.7343 -3.1261
H -0.8637 0.5052 -3.8565
C -0.2268 -1.9425 -2.5844
H -0.7707 -2.2503 -3.4728
H 0.1771 -2.8396 -2.0691
C 0.9772 -1.0744 -2.9775
H 0.7531 -0.4685 -3.8675
H 1.7768 -1.7521 -3.3151
C 0.1783 1.8174 -2.4473
H 0.7517 2.1792 -3.3111
H -0.1704 2.7099 -1.9005
Zn 0.0762 0.4733 0.1666
H -0.8512 -1.4911 -0.5613
S 0.8014 1.9259 1.8374
C 0.3993 0.9365 3.1652
C 0.8386 1.2778 4.4856
C 0.5098 0.4299 5.5497
C -0.2696 -0.7145 5.2712
C -0.6751 -0.9508 3.9458
N -0.3428 -0.1691 2.9097
H 1.4159 2.1943 4.6129
H 0.8767 0.6179 6.5394
H -0.6048 -1.4045 6.0585
H -1.2554 -1.8488 3.7110
*
```

***

No. 6
C13H17NSe | the ωB97M-V functional and the def2-TZVPD basis

Output
- energy above the lowest of the compared OMol25 structures with the same formula, charge and spin (kJ/mol) = 238.6
- gap between HOMO and LUMO (eV) = 8.36

ORCA input file:
```
! RIJCOSX wB97M-V def2-TZVPD def2/J DEFGRID3
* xyz 0 1
C -0.6893 -3.4323 0.2959
C 4.3293 0.8915 -0.0501
C 3.3468 1.4901 -0.8647
C 3.9780 -0.1844 0.7805
C 2.0826 0.9996 -0.9525
C 2.7019 -0.6549 0.7873
C 1.7675 -0.0196 -0.0675
C -2.7512 1.7503 -2.1070
C -1.0386 -2.1372 2.3143
C -2.6919 0.4168 -1.3120
C -2.3785 0.6372 0.1676
C -0.8901 0.8478 0.2886
C -0.9918 -2.1357 0.7994
N -0.6941 -4.4710 -0.1909
Se -0.0265 -0.9042 -0.1920
H 5.2354 1.4776 0.0883
H 3.5126 2.4759 -1.3180
H 4.8415 -0.6296 1.2719
H 1.2847 1.3361 -1.5984
H 2.4142 -1.6315 1.2743
H -3.4629 1.6895 -2.8643
H -1.8269 2.0698 -2.6465
H -2.8958 2.5833 -1.4748
H -1.1416 -1.0968 2.5459
H -1.8365 -2.6949 2.7618
H -0.0918 -2.2878 2.8748
H -3.6459 -0.0761 -1.3189
H -1.9076 -0.2648 -1.5912
H -2.6959 -0.2265 0.7010
H -2.8679 1.5085 0.6119
H -0.3521 1.7197 -0.2954
H -0.6174 0.9536 1.2809
*
```

***

No. 7
C13H17OS | the ωB97M-V functional and the def2-TZVPD basis

Output
- energy above the lowest of the compared OMol25 structures with the same formula, charge and spin (kJ/mol) = 0.0
- gap between HOMO and LUMO (eV) = 9.13

ORCA input file:
```
! RIJCOSX wB97M-V def2-TZVPD def2/J DEFGRID3
* xyz 1 1
C 5.0086 -0.6147 0.5021
C 4.0208 -1.4731 0.0236
C 4.6861 0.7452 0.5851
C 2.7838 -1.0613 -0.2278
C 3.4149 1.2531 0.4489
C 2.4232 0.3030 0.0731
C -2.3562 1.4278 -2.0600
C 1.0162 0.7026 0.0543
C -3.5967 0.3056 1.1760
C -3.4299 -1.0710 0.7215
C -2.3261 1.0809 0.8604
C -2.7071 -1.1074 -0.7052
C -0.0248 -0.2668 -0.5760
O 0.6584 1.7474 0.5344
S -1.7434 0.4197 -0.7692
H 6.0156 -0.9903 0.6061
H 4.3051 -2.5448 -0.2467
H 5.4357 1.4866 0.6475
H 2.1631 -1.8995 -0.5445
H 3.0952 2.3358 0.4087
H -1.9941 1.1705 -3.0691
H -1.7863 2.3034 -1.6487
H -4.3954 0.7949 0.4977
H -3.9031 0.3832 2.2072
H -2.9011 -1.8513 1.3999
H -4.3200 -1.6406 0.4211
H -2.5890 2.0790 0.7594
H -1.4721 0.8732 1.6110
H -2.2074 -2.0224 -0.8661
H -3.5022 -0.9944 -1.4683
H 0.4085 -0.7385 -1.4521
H -0.1805 -1.1358 0.0957
*
```

***

No. 8
C13H18AlBr2F4NO2 | the ωB97M-V functional and the def2-TZVPD basis

Output
- gap between HOMO and LUMO (eV) = 9.19

ORCA input file:
```
! RIJCOSX wB97M-V def2-TZVPD def2/J DEFGRID3
* xyz 0 1
C 5.1989 0.0008 0.7095
C 3.8342 0.0580 -0.0024
C 2.6852 -0.5338 0.8378
C 1.7800 -1.5310 0.0739
C 0.3096 -1.3359 0.3373
C -0.1448 -1.0616 1.6083
N -1.4492 -0.8423 1.8622
C -2.4021 -0.8789 0.9106
C -3.7986 -0.5335 1.3678
Br -5.1291 -1.3482 0.2511
C -3.9129 1.0046 1.4222
C -3.6049 1.6979 0.0959
Br -5.6408 1.5271 2.0969
C -2.0241 -1.1974 -0.3717
C -0.6787 -1.4204 -0.6622
C -0.2964 -1.7305 -2.0901
O -0.1829 -2.8491 -2.4891
O -0.0851 -0.6228 -2.7806
H 5.0907 -0.2208 1.7721
H 5.7054 0.9615 0.6524
H 5.8376 -0.7688 0.2799
H 3.5987 1.1042 -0.1633
H 3.8720 -0.3919 -0.9895
H 3.0903 -1.0489 1.7116
H 2.0889 0.2931 1.2279
H 2.0488 -2.5603 0.3089
H 1.9426 -1.3759 -0.9917
H 0.5386 -1.0011 2.4419
H -1.7313 -0.6354 2.8108
H -3.9062 -0.9217 2.3796
H -3.1539 1.3289 2.1357
H -3.9881 2.7123 0.1014
H -4.0329 1.1380 -0.7337
H -2.5259 1.7459 -0.0633
H -2.7457 -1.2445 -1.1727
H -0.5790 0.1279 -2.3777
F 0.9731 4.0631 -1.9016
Al 0.9091 2.5140 -2.5255
F -0.5106 1.7169 -1.9076
F 2.1984 1.5764 -1.9793
F 0.8214 2.4842 -4.1935
*
```

***

No. 9
C13H18BCl3NO5 | the ωB97M-V functional and the def2-TZVPD basis

Output
- gap between HOMO and LUMO (eV) = 7.32

ORCA input file:
```
! RIJCOSX wB97M-V def2-TZVPD def2/J DEFGRID3
* xyz 1 1
O -5.1329 -0.1189 1.3599
C -4.7329 -0.8632 0.5840
O -4.4884 -2.1371 0.9519
C -4.5419 -0.4290 -0.8500
C -3.2046 0.2748 -1.0528
Cl -3.2712 1.0413 -2.6767
C -2.0612 -0.7358 -1.0770
C -0.6197 -0.1398 -1.0172
O 0.0081 -0.0461 -2.2950
B 0.2905 -1.1796 -0.1515
O 0.7577 -2.2957 -0.7754
O 0.5641 -0.9479 1.1862
C -0.5555 1.2612 -0.3584
C -1.7078 1.4003 0.6318
N -3.0287 1.3765 -0.0610
H -3.5687 -2.3854 0.7965
H -5.3723 0.1561 -1.2198
H -4.5134 -1.3226 -1.4649
H -2.1410 -1.2832 -2.0054
H -2.1706 -1.4545 -0.2647
H -0.6554 -0.1449 -2.9886
H -0.0023 -2.8297 -1.0426
H -0.2415 -1.2174 1.6496
H 0.3545 1.3975 0.2044
H -0.6333 2.0728 -1.0785
H -1.6562 0.6960 1.4531
H -1.6211 2.3827 1.0817
H -3.7728 1.4092 0.6510
H -3.0978 2.2576 -0.5774
Cl 7.8038 1.5806 0.4887
C 6.2517 0.8590 0.7043
C 5.1676 1.2133 -0.0855
Cl 5.3038 2.3902 -1.3430
C 3.9347 0.6140 0.1266
C 3.7816 -0.3372 1.1211
C 4.8676 -0.6956 1.9080
C 6.0985 -0.0977 1.6992
H 3.0902 0.8932 -0.4909
H 2.8178 -0.7990 1.2814
H 4.7548 -1.4403 2.6844
H 6.9442 -0.3755 2.3127
*
```

***

No. 10
C13H18Cl12N4O8 | the ωB97M-V functional and the def2-TZVPD basis

Output
- energy above the lowest of the compared OMol25 structures with the same formula, charge and spin (kJ/mol) = 0.0
- SMILES = C[N+](=O)[O-].C[N+](=O)[O-].C[N+](=O)[O-].C[N+](=O)[O-].ClC(Cl)(Cl)Cl.ClC(Cl)(Cl)Cl.ClC(Cl)(Cl)Cl.c1ccccc1
- gap between HOMO and LUMO (eV) = 9.15

ORCA input file:
```
! RIJCOSX wB97M-V def2-TZVPD def2/J DEFGRID3
* xyz 0 1
C 1.1864 -5.8570 0.3160
N 2.6048 -6.1366 0.0844
O 3.0652 -7.2764 0.2911
O 3.3081 -5.2100 -0.1934
H 0.6729 -5.7260 -0.6365
H 1.0351 -4.9105 0.8350
H 0.7479 -6.6856 0.8720
C -2.9502 8.0823 -0.8615
N -1.8676 7.8490 0.1457
O -1.1390 6.8430 0.0402
O -1.7254 8.7058 1.0146
H -3.3449 9.0788 -0.6636
H -3.7374 7.3333 -0.7745
H -2.4353 7.9775 -1.8165
C -4.8562 -4.4919 1.6977
N -6.2033 -4.0125 1.2638
O -6.3484 -3.3501 0.2077
O -7.0586 -4.3447 2.0428
H -4.5376 -3.9441 2.5846
H -4.2072 -4.2413 0.8586
H -4.9360 -5.5650 1.8715
C -5.3316 3.1092 5.8830
N -6.0372 3.6158 4.6878
O -7.2554 3.8314 4.7489
O -5.3638 3.8582 3.6852
H -5.2178 2.0394 5.7083
H -6.0121 3.3571 6.6976
H -4.4283 3.6956 6.0512
Cl 7.8462 1.1962 0.8583
C 9.0209 2.1663 -0.1616
Cl 8.5577 3.9106 -0.1183
Cl 10.7011 2.0305 0.3650
Cl 8.8891 1.5512 -1.8565
Cl 4.5442 -3.0924 -9.1089
C 5.7094 -3.6631 -10.2942
Cl 6.1048 -5.3957 -9.9549
Cl 5.0706 -3.4806 -11.9048
Cl 7.1961 -2.7687 -10.0674
Cl 1.2460 0.0199 5.1141
C 1.7971 0.7526 6.6599
Cl 0.6222 0.3650 7.9071
Cl 3.3490 -0.0096 7.1592
Cl 1.9953 2.4796 6.3390
C 1.3076 -0.4443 -2.5208
C 0.3668 -1.0998 -3.2987
C -0.9702 -1.0121 -2.9753
C -1.3943 -0.2009 -1.9535
C -0.4161 0.5632 -1.3194
C 0.9471 0.4825 -1.6347
H 2.3312 -0.6572 -2.7916
H 0.6920 -1.8386 -4.0162
H -1.6367 -1.5568 -3.6275
H -2.4626 -0.0972 -1.8329
H -0.7637 1.1220 -0.4630
H 1.7222 1.0528 -1.1444
*
```

***

No. 11
C13H18Cl5DyI2OP2 | the ωB97M-V functional and the def2-TZVPD basis

Output
- <S²> = 9.337
- gap between HOMO and LUMO (spin up / spin down) (eV) = 6.15 / 6.29

ORCA input file:
```
! RIJCOSX wB97M-V def2-TZVPD def2/J DEFGRID3
* xyz 2 6
I -3.9994 3.6533 -4.0959
I -4.9049 1.0764 -3.8186
Dy -0.7506 -0.4991 -0.3454
P 0.8976 -0.4456 -2.5456
C 0.4582 -0.0682 -4.2746
C 2.5913 0.2293 -2.4257
H 3.2412 -0.1945 -3.2045
H 1.9822 -2.4583 -3.3974
H 3.0196 0.0344 -1.4362
H 1.5976 -2.6242 -1.6510
H 0.3792 1.0162 -4.4015
H 2.5616 1.3168 -2.5622
C 1.2381 -2.2492 -2.6181
H 1.2102 -0.4676 -4.9679
H 0.3184 -2.7920 -2.8726
H -0.5200 -0.4999 -4.5072
P -1.9806 1.0260 1.5840
C -3.5347 1.9706 1.4527
C -2.4608 -0.3562 2.6942
H -0.0303 1.5972 2.9383
H -1.5417 2.2536 3.6548
H -0.7922 3.0326 2.2442
C -0.9963 2.0657 2.7191
H -1.5969 -0.9881 2.9375
H -2.9016 0.0417 3.6173
H -3.9586 2.1702 2.4457
H -4.2563 1.4078 0.8529
H -3.2141 -0.9850 2.2019
H -3.3429 2.9168 0.9369
C -1.7168 1.2077 -1.6270
O -2.2407 2.0035 -2.2752
Cl 2.1931 1.7952 0.8893
C 2.2137 0.1414 1.4939
C 1.1691 -0.6808 1.0581
C 1.0612 -2.0064 1.4554
Cl -0.3496 -3.0206 0.8321
C 2.0224 -2.5513 2.3210
Cl 1.8931 -4.1787 2.8117
C 3.0936 -1.7505 2.7834
Cl 4.2850 -2.3711 3.8369
C 3.1930 -0.3856 2.3656
Cl 4.4695 0.6167 2.8995
*
```

***

No. 12
C13H18ClFN2O3S | the ωB97M-V functional and the def2-TZVPD basis

Output
- SMILES = CCN(CC)C(=O)CN(c1ccc(F)c(Cl)c1)S(C)(=O)=O
- gap between HOMO and LUMO (eV) = 9.18

ORCA input file:
```
! RIJCOSX wB97M-V def2-TZVPD def2/J DEFGRID3
* xyz 0 1
C 2.8109 1.4735 -1.9534
C 3.0167 0.1525 -1.2113
N 2.3248 0.1012 0.0589
C 2.9893 0.6446 1.2363
C 2.4588 2.0228 1.6200
C 1.0899 -0.4043 0.2336
O 0.5554 -0.4497 1.3295
C 0.3673 -0.9487 -1.0018
N -0.9911 -1.3202 -0.6968
C -1.9529 -0.3448 -0.4768
C -1.6405 1.0159 -0.4268
C -2.6318 1.9580 -0.2263
C -3.9457 1.5620 -0.0712
F -4.8967 2.4932 0.1314
C -4.2790 0.2137 -0.1291
Cl -5.9174 -0.2882 0.0505
C -3.2890 -0.7294 -0.3365
S -1.1774 -2.8629 -0.0064
C -1.5196 -2.5866 1.7413
O 0.0887 -3.5142 -0.1602
O -2.3116 -3.4974 -0.6071
H 3.2407 2.3000 -1.3944
H 1.7535 1.6742 -2.1068
H 3.2976 1.4268 -2.9237
H 2.6880 -0.6798 -1.8352
H 4.0841 0.0148 -1.0161
H 4.0608 0.6885 1.0357
H 2.8094 -0.0455 2.0652
H 2.9750 2.3781 2.5076
H 2.6099 2.7415 0.8187
H 1.3968 1.9567 1.8398
H 0.3683 -0.2381 -1.8308
H 0.8617 -1.8724 -1.3115
H -0.6229 1.3542 -0.5228
H -2.3938 3.0089 -0.1811
H -3.5527 -1.7705 -0.4170
H -0.7988 -1.8602 2.0959
H -1.3929 -3.5414 2.2347
H -2.5339 -2.2270 1.8438
*
```